#w
ORCA calculation (ωB97M-V/def2-TZVPD) on 2 unconnected molecules or ions with the total composition C4H8NO3S.

The charge is -1. The gap between HOMO and LUMO (alpha / beta) is 8.29 / 4.51 eV.

Each line ends with the Mulliken charge.
Positions of all 17 atoms, in Å:
1 C -0.08465 -3.70084 1.33929  -0.671
2 C 0.19576 1.97550 0.42091  0.635
3 C 0.96375 -0.89593 -1.33688  -0.573
4 C -0.00335 0.27756 -1.22950  -0.500
5 N 0.24763 2.20032 1.67361  -0.506
6 O 0.25575 2.81368 -0.47825  -0.674
7 O 0.19228 1.69098 4.05125  -0.533
8 O -0.06035 0.60472 0.13171  -0.248
9 S -0.36876 1.22080 2.78739  0.223
10 H 1.05802 -3.52178 1.27480  0.213
11 H -0.50971 -3.57019 0.29148  0.195
12 H 1.89899 -0.69836 -0.76247  0.274
13 H 0.38625 -1.91172 -0.90911  -0.142
14 H 1.13202 -1.12862 -2.43152  0.328
15 H -1.00229 0.03024 -1.45771  0.281
16 H 0.23420 1.21663 -1.66419  0.431
17 H -0.45772 -2.97462 2.06239  0.266

#x
ORCA calculation (ωB97M-V/def2-TZVPD) on 2 unconnected molecules or ions with the total composition C4H8NO3S.

The charge is -1. The gap between HOMO and LUMO (alpha / beta) is 6.02 / 8.84 eV.

Each line ends with the Mulliken charge.
Positions of all 17 atoms, in Å:
1 C 0.05117 0.15033 -0.00770  0.579
2 C -2.90066 1.79013 0.36701  -1.021
3 C 3.54056 -2.56563 0.15260  -0.796
4 C -2.31861 0.57678 -0.39264  -0.402
5 N 1.11226 0.43718 -0.69549  -0.318
6 O -0.19505 -0.49767 1.00929  -0.681
7 O 3.42949 1.17749 -0.82859  -0.562
8 O -1.03314 0.64256 -0.80242  -0.386
9 S 2.52276 0.44148 0.09665  0.278
10 H -2.18304 2.42024 0.70774  0.347
11 H -3.38250 2.37648 -0.46341  0.269
12 H -3.47991 1.43212 1.15793  0.292
13 H 2.49113 -2.55405 -0.15355  0.249
14 H 3.58201 -2.62570 1.28669  0.237
15 H 4.21243 -3.41567 -0.30316  0.232
16 H -2.91690 0.48723 -1.30131  0.318
17 H -2.53199 -0.27332 0.17034  0.363

What are the relative energies? In hartree: #w 0.0060; #x 0.0000.

#w
ORCA calculation (ωB97M-V/def2-TZVPD) on a molecular structure, CH6O2Si.

The gap between HOMO and LUMO is 9.99 eV.

Each line ends with the Mulliken charge.
Positions of all 10 atoms, in Å:
1 C 1.15572 0.90204 -0.56085  0.203
2 O 1.78084 -0.09253 -0.53596  -0.403
3 O -1.44405 -0.74265 1.09562  -0.438
4 Si -0.40441 -1.83224 1.28634  0.575
5 H 1.53759 1.85693 -0.74693  0.340
6 H -1.78621 1.63614 -1.44108  0.175
7 H 0.05795 0.79463 -0.46708  -0.157
8 H -0.24903 -2.67018 0.21052  -0.075
9 H -1.06552 1.83747 -1.21537  -0.149
10 H 0.41710 -1.68961 2.37479  -0.072

#x
ORCA calculation (ωB97M-V/def2-TZVPD) on 2 unconnected molecules or ions with the total composition CH6O2Si.

The gap between HOMO and LUMO is 8.90 eV.

Each line ends with the Mulliken charge.
Positions of all 10 atoms, in Å:
1 C 1.37559 0.07428 -0.62084  -0.759
2 O -1.33697 1.36879 0.03943  -0.487
3 O -0.87823 -1.24613 -0.36839  -0.430
4 Si -0.26918 0.09121 0.32186  0.349
5 H 0.99508 -0.52465 -1.48231  0.221
6 H 1.57274 1.09012 -0.75559  0.302
7 H 2.08481 -0.41910 0.01581  0.258
8 H -2.25491 1.37095 0.46942  0.321
9 H -1.67946 -1.80597 -0.27133  0.331
10 H 0.39052 0.00049 2.65194  -0.106

What are the relative energies? In hartree: #w 0.0977; #x 0.0000.

#w
ORCA calculation (ωB97M-V/def2-TZVPD) on a molecular structure, C5H8N2O4.

The gap between HOMO and LUMO is 10.14 eV.

Each line ends with the Mulliken charge.
Positions of all 19 atoms, in Å:
1 C -1.54486 0.34850 0.75124  0.586
2 C -0.07730 -0.58546 -0.77206  0.488
3 C 0.29502 0.95420 1.01649  0.334
4 C -2.44369 -1.20774 -0.86885  -1.010
5 C 2.25208 0.39980 -0.18274  -1.007
6 N -1.41436 -0.42869 -0.33106  0.064
7 N 0.83457 0.14717 0.03981  0.082
8 O -2.50792 0.30942 1.46297  -0.569
9 O 0.31395 -1.39332 -1.59299  -0.608
10 O 0.43633 2.32004 0.94169  -0.456
11 O 0.65306 0.44993 2.28647  -0.529
12 H -2.91634 -0.70521 -1.79595  0.272
13 H -2.15245 -2.28579 -1.03652  0.310
14 H -3.21610 -1.12384 -0.13801  0.422
15 H 2.38727 1.53285 -0.47986  0.271
16 H 2.81055 0.22428 0.78342  0.271
17 H 2.44866 -0.29152 -0.98355  0.425
18 H 1.37564 2.39229 0.78090  0.284
19 H -0.02807 0.81662 2.93004  0.370

#x
ORCA calculation (ωB97M-V/def2-TZVPD) on a single C5H8N2O4 molecule.

The gap between HOMO and LUMO is 10.70 eV.

Each line ends with the Mulliken charge.
Positions of all 19 atoms, in Å:
1 C 1.81032 0.01633 0.38485  0.334
2 C 0.06207 1.53145 -0.41980  0.615
3 C 0.70844 -0.88468 0.86873  0.294
4 C -0.44913 -0.90269 -0.12969  -0.268
5 C -2.22623 0.97889 -0.21144  -1.213
6 N 1.42926 1.16035 -0.18789  -0.062
7 N -0.76024 0.50668 -0.29558  0.008
8 O 2.98518 -0.26372 0.58370  -0.697
9 O -0.15258 2.68006 -0.61419  -0.616
10 O 1.26848 -2.22946 1.09679  -0.617
11 O -0.06832 -1.41762 -1.39069  -0.553
12 H 0.28173 -0.41290 1.87868  0.238
13 H -1.34404 -1.43043 0.33516  0.426
14 H -2.12835 2.05482 -0.42022  0.382
15 H -2.69392 0.47746 -0.94044  0.431
16 H -2.63246 0.67643 0.69844  0.347
17 H 2.16075 1.74789 -0.45022  0.210
18 H 2.29260 -2.06264 0.87102  0.388
19 H -0.54356 -2.22623 -1.65722  0.353

What are the relative energies? In hartree: #w 0.0315; #x 0.0000.

#w
ORCA calculation (ωB97M-V/def2-TZVPD) on a gas-phase ion, C3H6N3O (charge +1).

The charge is +1. The gap between HOMO and LUMO is 9.63 eV.

Each line ends with the Mulliken charge.
Positions of all 13 atoms, in Å:
1 C 1.46887 0.76544 -0.02874  -0.062
2 C -1.71734 -0.27734 0.95082  0.054
3 C -0.14981 -0.58762 -0.80759  -0.544
4 N 0.48167 0.77051 0.82464  -0.205
5 N -0.46351 -0.16639 0.49230  0.236
6 N 1.12592 0.16754 -1.12638  -0.060
7 O -2.48947 -0.89221 0.27112  -0.471
8 H 2.36128 1.35802 0.03835  0.410
9 H -2.04825 0.11147 1.87577  0.414
10 H -0.03641 -1.78654 -0.89744  0.323
11 H -0.91841 -0.16588 -1.42883  0.373
12 H 0.73654 0.85867 1.74986  0.274
13 H 1.64892 -0.15567 -1.91387  0.259

#x
ORCA calculation (ωB97M-V/def2-TZVPD) on a gas-phase ion, C3H6N3O (charge +1).

The charge is +1. The gap between HOMO and LUMO (alpha / beta) is 6.39 / 6.39 eV.

Each line ends with the Mulliken charge.
Positions of all 13 atoms, in Å:
1 C -0.47991 0.57023 0.02411  -0.002
2 C 0.04567 1.92127 0.20655  0.001
3 C -0.77886 -1.78502 -0.19803  -0.804
4 N 1.35893 -0.88530 -0.15570  -0.908
5 N 0.13044 -0.63083 -0.02732  0.626
6 N 1.07828 2.49997 0.52579  0.525
7 O 2.03384 3.12415 0.71910  -0.279
8 H -1.48596 0.59839 0.05803  0.244
9 H -0.82920 2.52780 -0.24273  0.326
10 H -0.35405 -2.48480 0.59421  0.290
11 H -1.91488 -1.59745 -0.21453  0.270
12 H -0.60511 -2.08456 -1.12074  0.434
13 H 1.80080 -1.77386 -0.16874  0.276

What are the relative energies? In hartree: #w 0.0000; #x 0.2050.

#w
ORCA calculation (ωB97M-V/def2-TZVPD) on a single C5H6N2O3 molecule.

The gap between HOMO and LUMO is 10.06 eV.

Each line ends with the Mulliken charge.
Positions of all 16 atoms, in Å:
1 O -1.13282 -1.31240 1.37987  -0.452
2 C -1.70497 -1.38472 0.31873  -0.127
3 C -1.70644 -0.28361 -0.69322  -0.090
4 C -2.09804 1.08886 -0.18771  -0.489
5 N -0.75533 0.78605 -0.56471  -0.118
6 C 0.36113 0.87326 0.22593  0.546
7 O 0.55934 1.77076 1.01355  -0.556
8 C 1.38036 -0.23010 -0.04446  0.540
9 N 1.74565 -0.59950 -1.23379  -0.748
10 H -2.26485 -2.29487 0.02187  0.376
11 H -1.99392 -0.56726 -1.70816  0.415
12 H -2.65662 1.74302 -0.85729  0.247
13 H -2.30218 1.18885 0.88159  0.271
14 O 2.43178 -0.24072 0.73047  -0.557
15 H 1.00520 -0.48602 -1.92118  0.244
16 H 3.11370 -0.55217 -0.18466  0.498

#x
ORCA calculation (ωB97M-V/def2-TZVPD) on a molecular structure, C5H6N2O3.

The gap between HOMO and LUMO is 9.29 eV.

Each line ends with the Mulliken charge.
Positions of all 16 atoms, in Å:
1 O -1.75774 2.60530 2.56864  -0.585
2 C -1.54375 1.99541 1.53867  0.317
3 N -1.51133 2.38055 0.23922  -0.045
4 C -0.87371 1.40687 -0.52873  -0.200
5 C -0.54963 0.41550 0.31480  -0.006
6 C 0.43296 -0.70376 0.33695  0.024
7 C 0.92578 -1.17372 -0.96944  0.377
8 N 0.64642 -1.40084 -2.12436  -0.683
9 O -1.08025 0.71628 1.55574  -0.352
10 H -1.88558 3.26305 -0.08267  0.192
11 H -0.70888 1.48331 -1.59630  0.446
12 H 1.30946 -0.41816 0.94244  0.268
13 H -0.02086 -1.56347 0.85823  0.301
14 O 2.41586 -3.04111 -0.97399  -0.853
15 H 2.48253 -3.05981 -0.00681  0.299
16 H 1.71873 -2.90540 -2.07239  0.500

What are the relative energies? In hartree: #w 0.0000; #x 0.0335.

#w
ORCA calculation (ωB97M-V/def2-TZVPD) on 2 unconnected molecules or ions with the total composition C6H12S2.

The gap between HOMO and LUMO is 8.42 eV.

Each line ends with the Mulliken charge.
Positions of all 20 atoms, in Å:
1 C -1.16195 0.03014 0.95935  -0.358
2 C -1.51895 -0.93223 -0.00609  -0.374
3 C -1.36561 0.57177 -0.42744  0.286
4 C 2.81108 -0.30282 -0.12749  0.379
5 C -2.79670 1.30375 -0.59539  -1.248
6 C 2.90132 -0.60039 1.33643  -0.955
7 S 2.93458 -1.50554 -1.24904  -0.216
8 S 2.62095 1.38664 -0.56635  -0.239
9 H -2.07621 0.24817 1.58979  0.202
10 H -0.18116 0.10309 1.50605  0.020
11 H -2.64630 -1.03849 -0.04281  0.149
12 H -1.06869 -1.86053 -0.58237  0.236
13 H -0.31844 0.78440 -0.90070  0.159
14 H -3.62874 0.61801 -0.50530  0.333
15 H -2.88774 1.87564 -1.52492  0.307
16 H -3.04140 1.83749 0.37428  0.285
17 H 3.33231 -1.53886 1.53410  0.355
18 H 1.86124 -0.58025 1.68999  0.174
19 H 3.47818 0.25005 1.79470  0.314
20 H 3.03224 1.16793 -1.92003  0.192

#x
ORCA calculation (ωB97M-V/def2-TZVPD) on a single C6H12S2 molecule.

The gap between HOMO and LUMO is 9.28 eV.

Each line ends with the Mulliken charge.
Positions of all 20 atoms, in Å:
1 C -2.98019 1.27663 0.46631  -0.815
2 C -1.12627 -0.74728 0.36127  -0.621
3 C 1.43909 -0.69326 -0.31572  -0.668
4 C 2.52714 -0.01255 0.08042  0.994
5 C 2.53660 1.49672 -0.04976  -1.248
6 C 3.77853 -0.57364 0.66151  -1.217
7 H -2.42910 1.81084 -0.33413  0.273
8 H -2.60998 1.61436 1.43485  0.276
9 H -4.06306 1.50258 0.34746  0.295
10 H -1.02934 -1.82068 0.38998  0.332
11 H -0.86904 -0.32656 1.33065  0.333
12 H 1.58387 -1.77929 -0.22403  0.303
13 H 3.48432 1.84091 -0.47066  0.333
14 H 1.71366 1.89933 -0.68217  0.344
15 H 2.42512 1.97154 0.92850  0.296
16 H 4.63436 -0.33235 0.04639  0.331
17 H 3.89707 -0.16473 1.68483  0.296
18 H 3.67174 -1.67588 0.76109  0.337
19 S -2.90001 -0.50386 0.12212  -0.035
20 S -0.06618 -0.05987 -0.89943  -0.138

What are the relative energies? In hartree: #w 0.0885; #x 0.0000.